# 1
ORCA calculation (ωB97M-V/def2-TZVPD) on C35H63BrCl2F2I2KMgN5O9S2 as an isolated structure at a distorted geometry.

Summary:
Electronic energy in hartree: -8207.32490

CARTESIAN COORDINATES (ANGSTROEM)
C: 0.13929 -0.12295 5.18303
C: -0.48318 0.79819 4.46195
C: -0.07605 1.04700 3.02222
C: -1.23543 0.93469 1.98588
O: -2.25560 1.63558 2.65776
C: -0.97680 1.50778 0.54697
C: 0.57565 1.20131 0.40501
O: 1.03927 1.23319 -0.94315
C: 2.43457 1.43806 -1.11499
C: 2.91412 2.87945 -1.14691
C: 2.77001 3.57588 -2.51556
C: -0.99628 3.08990 0.72273
C: -2.31220 3.88196 0.46155
C: -3.65915 3.27678 0.90556
Cl: -2.27569 5.46130 1.42728
C: -1.85854 0.72277 -0.52135
C: -1.18992 -0.16773 -1.64067
C: -0.29849 -1.36743 -1.32229
C: 0.47213 -1.91243 -2.57384
C: -0.15649 -1.62045 -3.94899
C: 0.61647 -0.47708 -4.63626
C: -2.91002 1.42669 -1.42784
I: -4.95743 0.76164 -1.47595
C: -2.69879 2.39738 -2.31867
C: -3.77629 3.00670 -3.18862
I: -0.82289 3.25404 -2.75357
C: -2.52037 -0.33105 0.46684
F: -3.78453 0.01254 0.90793
N: -1.81297 -0.45143 1.79753
S: -0.51873 -1.73122 1.88028
C: -2.69384 -1.00350 2.93763
C: -3.29234 -2.39428 2.62471
S: -4.97137 -2.57106 3.26964
C: -5.92024 -1.46402 2.31496
N: -6.10416 -0.22498 2.60157
N: -6.90035 0.34066 1.65684
C: -7.15841 -0.59428 0.81382
O: -6.59788 -1.73792 1.16290
H: 1.08999 -0.50632 4.82310
H: -0.25126 -0.54864 6.09730
H: -1.26529 1.37411 4.93834
H: 0.76072 0.37401 2.83416
H: 0.36475 2.04871 2.99223
H: -1.92077 2.48708 2.96599
H: 0.80648 0.19182 0.75866
H: 1.17610 1.93004 0.95050
H: 2.95621 0.94106 -0.28304
H: 2.72990 0.98456 -2.06128
H: 3.96682 2.92546 -0.86272
H: 2.37195 3.45722 -0.40391
H: 2.49393 2.90259 -3.33115
H: 3.68691 4.10006 -2.79119
H: 2.01345 4.35922 -2.42419
H: -0.14883 3.52437 0.08138
H: -0.62554 3.36084 1.75815
H: -2.43291 4.27204 -0.54053
H: -3.70683 2.19592 0.90557
H: -3.84633 3.58661 1.93178
H: -4.46612 3.72501 0.32639
H: -2.03166 -0.55611 -2.21918
H: -0.63961 0.43308 -2.35325
H: -0.93539 -2.19834 -1.01395
H: 0.47376 -1.15215 -0.59708
H: 1.51530 -1.60159 -2.51161
H: 0.49228 -2.99932 -2.45476
H: -1.23099 -1.45947 -3.93843
H: 0.02493 -2.49778 -4.57553
H: 0.31550 -0.31147 -5.66981
H: 0.54390 0.46738 -4.09259
H: 1.67179 -0.75638 -4.58676
H: -4.13746 2.22526 -3.85634
H: -3.37849 3.81362 -3.79922
H: -4.57460 3.43101 -2.58421
H: -2.75346 -1.27286 -0.02646
H: -0.95560 -2.65900 1.01173
H: -1.99001 -1.21113 3.73405
H: -3.44138 -0.33013 3.34212
H: -3.26882 -2.63693 1.56168
H: -2.76628 -3.18500 3.16254
H: -7.75451 -0.46439 -0.06832
C: -4.13828 -3.37119 6.60895
C: -3.92447 -3.06058 8.07334
O: -2.80421 -3.13935 8.54802
C: -5.12788 -2.66892 8.87011
H: -3.20067 -3.64372 6.13366
H: -4.84922 -4.22633 6.52358
H: -4.54323 -2.48262 6.11996
H: -5.85253 -3.48365 8.84660
H: -5.56626 -1.76630 8.44627
H: -4.83232 -2.47677 9.89952
C: 6.58475 -1.83325 -6.24928
O: 7.51019 -1.72085 -5.18417
C: 8.54734 -0.71383 -5.39353
C: 8.31315 0.51149 -4.51781
N: 7.14386 1.28850 -4.95243
C: 6.65968 2.28276 -3.98127
C: 6.24332 1.79693 -2.59802
O: 5.06325 1.01792 -2.57540
C: 5.21962 -0.33353 -2.93628
H: 6.02804 -2.75142 -6.11309
H: 5.85701 -0.99735 -6.23772
H: 7.09755 -1.86887 -7.23775
H: 8.65354 -0.43887 -6.45979
H: 9.48469 -1.17941 -5.08691
H: 9.19919 1.14832 -4.55486
H: 8.19559 0.15062 -3.49051
H: 6.37129 0.65388 -5.13196
H: 5.79317 2.76405 -4.43957
H: 7.42488 3.05510 -3.87219
H: 6.01561 2.68843 -2.01019
H: 7.05280 1.28484 -2.06258
H: 6.17913 -0.74296 -2.60593
H: 5.09809 -0.46519 -4.01894
H: 4.42083 -0.89972 -2.45487
F: -3.36306 -4.53634 4.68748
Cl: -2.52135 -2.94130 10.64152
K: 6.32606 -4.42875 -6.70988
Mg: 6.92379 0.31743 -7.27945
N: -6.03096 -6.53085 5.93946
O: -6.08194 -5.52970 6.72197
O: -6.92067 -7.38680 5.99265
O: -5.09515 -6.61699 5.14835
Br: 0.76622 4.79941 1.13691

***

# 2
ORCA calculation (ωB97M-V/def2-TZVPD) on a 3-piece molecular cluster, C18H28F16NO7PS overall at a distorted geometry.

Summary:
Structure (SMILES): FC(F)C(F)(F)COC(F)(F)C(F)F.FC(F)C(F)(F)COC(F)(F)C(F)F.CCSCO[P@@](=O)(ON)OCCCCOC
Electronic energy in hartree: -3621.46911

CARTESIAN COORDINATES (ANGSTROEM)
F: 2.89468 3.59872 -3.99794
C: 3.63348 2.56250 -3.57722
F: 2.75856 1.63973 -3.10129
C: 4.62715 2.94464 -2.47511
F: 3.97193 3.36156 -1.37080
F: 5.27318 1.79681 -2.12469
C: 5.73191 3.97366 -2.82161
O: 5.54515 5.33933 -2.41688
C: 4.85358 6.23931 -3.23898
F: 4.61639 5.69656 -4.44037
F: 5.69409 7.26918 -3.45613
C: 3.58903 6.77946 -2.56533
F: 2.72767 5.79152 -2.26425
F: 2.94724 7.63129 -3.39494
H: 4.14682 2.12754 -4.43879
H: 6.60129 3.65925 -2.24174
H: 6.05044 3.90349 -3.86179
H: 3.83885 7.30640 -1.64228
F: -6.06253 -0.34462 4.03478
C: -5.84891 -1.41470 3.25855
F: -4.56052 -1.79078 3.47579
C: -6.05902 -1.12533 1.76769
F: -5.16836 -0.20872 1.32707
F: -5.77560 -2.28265 1.10227
C: -7.47974 -0.70546 1.31588
O: -7.74411 0.69024 1.10228
C: -8.15363 1.50986 2.16299
F: -8.43118 0.77569 3.24842
F: -9.32049 2.06219 1.77990
C: -7.15275 2.63491 2.44053
F: -5.94237 2.15037 2.77158
F: -7.57810 3.39143 3.47582
H: -6.49774 -2.22696 3.59602
H: -7.59701 -1.13613 0.31999
H: -8.25956 -1.17446 1.91596
H: -7.03563 3.27240 1.56189
C: 4.98026 -3.91518 0.37443
C: 3.53502 -3.74115 0.96379
S: 2.65434 -5.33278 1.21998
C: 0.92504 -4.93034 1.73593
O: -0.02858 -5.18329 0.67352
P: -0.74846 -3.77086 0.14331
O: -1.67558 -4.13369 -0.98194
O: -1.67560 -3.07068 1.38479
N: -3.01235 -2.88519 0.94458
O: 0.49602 -2.75133 -0.29626
C: 0.23919 -2.12402 -1.56741
C: 1.43471 -1.24432 -2.06766
C: 2.36293 -0.69617 -0.93417
C: 1.60248 0.01195 0.23781
O: 2.07626 -0.50834 1.47900
C: 1.04031 -0.52509 2.46013
H: 5.31290 -4.96885 0.27223
H: 5.11351 -3.35151 -0.57670
H: 5.69817 -3.44078 1.08670
H: 2.94488 -3.15178 0.22914
H: 3.62562 -3.13048 1.89149
H: 0.62306 -5.57401 2.59312
H: 0.84823 -3.87630 2.08528
H: -2.97475 -2.03830 0.37009
H: -3.57313 -2.60991 1.74851
H: 0.09042 -2.93175 -2.32126
H: -0.68692 -1.50188 -1.58448
H: 2.06953 -1.89919 -2.71222
H: 1.06520 -0.40738 -2.69466
H: 2.99909 0.08930 -1.40356
H: 3.08341 -1.46433 -0.57216
H: 1.79974 1.11533 0.26042
H: 0.49982 -0.09318 0.09801
H: 1.53493 -0.81376 3.41749
H: 0.57669 0.47569 2.60742
H: 0.30945 -1.32471 2.20801

***

# 3
ORCA calculation (ωB97M-V/def2-TZVPD) on a 7-piece molecular cluster, C43H73F18N3O13P overall at a distorted geometry.

Summary:
Net charge: +1
Electronic energy in hartree: -4963.39379

CARTESIAN COORDINATES (ANGSTROEM)
C: -1.15867 -1.08801 3.13320
C: -0.83756 -2.49399 2.57657
C: 0.53105 -2.70654 1.92248
O: 1.14650 -1.45173 1.58878
N: 2.38974 -1.68725 0.94902
C: 3.42405 -1.12826 1.79585
C: 3.55895 -1.82742 3.14186
C: 4.86951 -1.47140 3.86733
C: 4.70555 -0.40077 4.97375
C: 4.60829 -1.04805 6.36303
C: 5.84473 0.63165 4.96192
C: 3.17492 0.35839 1.98835
N: 3.30578 1.08658 0.68874
C: 2.65027 2.43749 0.72653
C: 1.14336 2.35871 0.99068
C: 0.70550 2.95332 2.35685
N: -0.08001 2.05894 3.20528
C: 2.92754 0.31309 -0.56860
C: 2.39357 -1.14402 -0.41364
P: 0.74390 -1.50307 -1.22000
C: 1.15065 -2.14416 -2.90825
C: 0.67437 -3.59764 -3.03315
C: -0.20355 0.06732 -1.36297
C: -1.33390 0.10410 -0.32845
H: -2.00508 -0.66195 2.59750
H: -1.46574 -1.20153 4.17373
H: -0.31247 -0.40350 3.12628
H: -0.89575 -3.20377 3.40064
H: -1.60836 -2.76898 1.85780
H: 1.19322 -3.28831 2.56470
H: 0.41082 -3.27002 0.99636
H: 4.36777 -1.25721 1.24847
H: 2.70062 -1.57982 3.77218
H: 3.50928 -2.89958 2.95148
H: 5.25815 -2.38261 4.32122
H: 5.61430 -1.13227 3.14149
H: 3.76260 0.13086 4.80261
H: 3.62348 -1.47141 6.55805
H: 5.36115 -1.83334 6.45271
H: 4.83092 -0.31404 7.13885
H: 6.21489 0.81016 3.94832
H: 6.69535 0.26534 5.53948
H: 5.51594 1.57954 5.38643
H: 3.91306 0.78864 2.66669
H: 2.18690 0.51485 2.41464
H: 4.29770 1.29566 0.60411
H: 3.16833 3.01145 1.49643
H: 2.86178 2.90543 -0.23490
H: 0.83141 1.31137 0.97802
H: 0.62809 2.87651 0.18446
H: 1.57838 3.29213 2.92148
H: 0.09045 3.83054 2.15884
H: 0.10907 1.08106 3.01959
H: -1.07079 2.19138 3.05235
H: 3.82684 0.29240 -1.17980
H: 2.22025 0.93693 -1.10516
H: 3.08530 -1.77391 -0.97872
H: 0.64435 -1.52526 -3.64860
H: 2.22374 -2.08607 -3.09904
H: 1.15113 -4.08499 -3.88237
H: -0.40809 -3.63510 -3.15729
H: 0.89913 -4.16001 -2.12557
H: -0.64236 0.05275 -2.36450
H: 0.38711 0.98469 -1.32101
H: -2.02590 -0.71571 -0.51475
H: -1.90000 1.03384 -0.42434
H: -0.96256 0.01310 0.69242
C: 3.10120 0.74527 -8.80815
C: 3.86026 -0.08516 -7.80299
O: 3.74056 0.47095 -6.46158
C: 2.64945 0.16271 -5.79879
O: 1.73766 -0.53138 -6.13754
C: 2.69336 0.81346 -4.39764
F: 3.10594 2.07995 -4.42812
F: 3.53954 0.12996 -3.59561
F: 1.48520 0.77993 -3.83184
H: 3.43335 1.78354 -8.77688
H: 3.27387 0.34634 -9.80214
H: 2.03023 0.72014 -8.60776
H: 4.92865 -0.07713 -8.00315
H: 3.51804 -1.11864 -7.79042
C: -4.70964 -2.93736 3.68062
C: -4.58902 -3.06067 5.18148
O: -4.68259 -4.44426 5.59217
C: -3.57018 -5.14785 5.48582
O: -2.50491 -4.76679 5.09430
C: -3.80601 -6.58805 5.99517
F: -4.95383 -7.08705 5.53390
F: -3.85327 -6.58538 7.33369
F: -2.81238 -7.38210 5.60989
H: -5.63856 -3.37985 3.32421
H: -4.69450 -1.88859 3.38325
H: -3.88129 -3.44857 3.18892
H: -5.40616 -2.55721 5.69238
H: -3.64963 -2.64774 5.54834
C: -4.79565 4.07646 3.97949
C: -4.25083 2.82875 4.63667
O: -5.29680 2.10780 5.32248
C: -6.02144 1.29353 4.57200
O: -5.87558 1.06068 3.40847
C: -7.09849 0.60487 5.44123
F: -7.70798 1.47702 6.24603
F: -6.51715 -0.33558 6.20206
F: -8.01090 0.02197 4.67412
H: -5.29487 4.70177 4.72011
H: -3.99218 4.64987 3.52996
H: -5.51838 3.82971 3.20190
H: -3.52750 3.07417 5.41147
H: -3.77451 2.16263 3.91738
C: 3.35637 -4.50354 -13.15755
C: 4.60553 -3.66159 -13.03809
O: 4.33220 -2.27741 -13.36807
C: 3.81846 -1.53624 -12.40901
O: 3.55951 -1.86415 -11.28636
C: 3.62396 -0.08724 -12.91154
F: 3.09900 -0.04783 -14.13395
F: 4.80863 0.53822 -12.93592
F: 2.81799 0.57722 -12.08226
H: 2.92667 -4.40946 -14.15461
H: 3.60196 -5.55039 -12.98195
H: 2.60617 -4.19853 -12.42886
H: 5.36208 -3.96742 -13.75623
H: 5.03443 -3.70952 -12.03822
C: -4.71029 -1.72414 -1.61940
C: -5.68806 -0.81780 -0.90442
O: -7.01694 -1.37790 -0.93211
C: -7.28605 -2.29247 -0.01527
O: -6.56022 -2.69382 0.84624
C: -8.74496 -2.77880 -0.17455
F: -9.04340 -3.00694 -1.45561
F: -9.57991 -1.84265 0.29362
F: -8.93467 -3.89846 0.51250
H: -5.04590 -1.91838 -2.63806
H: -3.72999 -1.24984 -1.66145
H: -4.61058 -2.67820 -1.10240
H: -5.78341 0.14074 -1.40912
H: -5.39475 -0.63835 0.12952
C: 1.16696 9.93071 2.44748
C: 1.71873 8.65504 3.04022
O: 0.68898 7.92507 3.75229
C: -0.10482 7.16802 3.02211
O: -0.06149 6.98275 1.84043
C: -1.12819 6.45591 3.93532
F: -1.63274 7.26894 4.85827
F: -0.52847 5.42497 4.54928
F: -2.12858 5.95548 3.20974
H: 0.70849 10.54402 3.22271
H: 1.97339 10.49938 1.98574
H: 0.41636 9.71807 1.68715
H: 2.47561 8.86065 3.79308
H: 2.14997 8.00726 2.27794

***

# 4
ORCA calculation (ωB97M-V/def2-TZVPD) on C32H38Cl5N3ORbS as an isolated structure.

Summary:
Energy above the lowest of the compared OMol25 structures with the same formula, charge and spin in kcal per mole: 8.4
Net charge: -1

CARTESIAN COORDINATES (ANGSTROEM)
Rb: -0.78656 0.74595 -0.47813
C: 0.68236 2.13917 1.99274
C: 1.70540 1.25277 1.55936
C: 1.26326 -0.07284 1.89588
C: -0.00598 0.06410 2.51177
C: -0.36631 1.41810 2.58004
C: -1.60630 1.97000 3.25402
C: -2.87167 1.30816 2.69720
C: -1.71830 3.48139 3.05049
C: -1.53891 1.68790 4.76299
C: 1.88190 -1.45869 1.67107
C: 1.91213 -1.84289 0.18236
C: 1.02572 -2.54016 2.34877
C: 3.28726 -1.59695 2.27378
C: 3.05164 1.81822 1.09222
C: 3.68165 1.08397 -0.09768
C: 2.88862 3.27577 0.62861
C: 4.05325 1.85092 2.26013
H: 0.72370 3.21629 1.92524
H: -0.62298 -0.75247 2.85995
H: -3.00960 1.55920 1.64138
H: -3.76456 1.64956 3.23195
H: -2.81850 0.22084 2.77503
H: -1.76116 3.73424 1.98832
H: -0.86075 4.00060 3.48273
H: -2.62472 3.86466 3.52898
H: -1.47996 0.61352 4.94697
H: -2.42096 2.08169 5.28073
H: -0.64636 2.14709 5.19265
H: 0.89579 -1.95269 -0.20026
H: 2.41646 -2.80654 0.03788
H: 2.42131 -1.10401 -0.43062
H: 0.01698 -2.54672 1.93056
H: 0.95343 -2.37716 3.42608
H: 1.47448 -3.52357 2.17379
H: 4.02188 -0.97415 1.76936
H: 3.62925 -2.63486 2.19436
H: 3.27926 -1.31819 3.32974
H: 2.99505 1.07536 -0.94914
H: 3.95414 0.05674 0.12862
H: 4.59451 1.59988 -0.41205
H: 2.14448 3.35868 -0.16536
H: 3.84209 3.64533 0.24043
H: 2.58909 3.92999 1.44698
H: 4.25316 0.85865 2.65925
H: 3.64199 2.45433 3.07197
H: 5.00510 2.29463 1.94591
C: -2.33899 -4.43920 2.19314
N: -1.97193 -4.43915 0.79249
C: -1.40018 -5.48923 0.09470
C: -1.21565 -5.07626 -1.17027
N: -1.69287 -3.77516 -1.24509
C: -2.15158 -3.36647 -0.02412
S: -2.83157 -1.90120 0.40730
C: -1.52349 -2.91877 -2.37981
C: -2.34339 -3.05283 -3.48251
C: -2.10018 -2.21721 -4.56559
C: -1.06262 -1.30726 -4.49265
C: -0.30488 -1.26397 -3.33147
N: -0.52896 -2.05500 -2.28828
H: -2.02051 -5.38335 2.62936
H: -3.41695 -4.32095 2.29771
H: -1.85010 -3.61016 2.70155
H: -1.17215 -6.42559 0.57056
H: -0.78145 -5.56171 -2.02478
H: -3.15463 -3.76754 -3.47497
H: -2.72967 -2.25695 -5.44444
H: -0.86198 -0.61452 -5.29756
H: 0.51216 -0.55778 -3.23137
Cl: -0.15266 4.80419 -7.63533
C: -0.64936 3.84599 -6.28343
C: -0.03212 3.98894 -5.03804
Cl: 1.22993 5.15714 -4.85166
C: -0.41561 3.20770 -3.96536
Cl: 0.35280 3.39885 -2.42080
C: -1.44024 2.20671 -4.04367
O: -1.75016 1.46645 -3.07793
C: -2.06211 2.12722 -5.33151
Cl: -3.38207 1.01201 -5.48171
C: -1.67329 2.90887 -6.40579
Cl: -2.46532 2.72040 -7.93575

***

# 5
ORCA calculation (ωB97M-V/def2-TZVPD) on C15H25NO4 in the gas phase.

Summary:
Structure (SMILES): CCOc1ccc(OCCOCCNCCOC)cc1
Energy above the lowest of the compared OMol25 structures with the same formula, charge and spin in kcal per mole: 28.4

CARTESIAN COORDINATES (ANGSTROEM)
C: 3.37768 -1.25062 -3.64810
C: 2.43623 -2.43907 -3.82308
O: 2.05378 -3.01820 -2.59274
C: 1.13419 -2.38996 -1.80592
C: 0.40115 -1.25817 -2.14944
C: -0.52203 -0.73391 -1.26598
C: -0.73723 -1.31502 -0.01928
O: -1.67434 -0.69719 0.77341
C: -1.97533 -1.24783 2.03711
C: -0.92475 -0.92734 3.11974
O: -1.20560 0.24514 3.84619
C: -1.13433 1.45721 3.11583
C: 0.30707 1.85820 2.72263
N: 0.70549 1.62171 1.34866
C: 0.40658 2.66031 0.39004
C: -1.08827 2.87997 0.06822
O: -1.30320 3.55547 -1.15091
C: -0.96545 4.91926 -1.12882
C: -0.00499 -2.44512 0.32791
C: 0.91341 -2.97098 -0.55912
H: 3.68215 -0.87755 -4.62214
H: 2.89279 -0.44857 -3.09712
H: 4.26118 -1.56010 -3.09549
H: 1.55383 -2.15528 -4.41013
H: 2.95280 -3.24596 -4.35086
H: 0.52814 -0.77236 -3.10348
H: -1.09248 0.13970 -1.53979
H: -2.92847 -0.79657 2.32729
H: -2.11744 -2.33120 1.95747
H: 0.07249 -0.87653 2.66236
H: -0.92699 -1.72014 3.87180
H: -1.55722 2.19718 3.79902
H: -1.76685 1.39994 2.22352
H: 0.99147 1.29739 3.37008
H: 0.45847 2.91956 2.92969
H: 0.35241 0.73345 1.01283
H: 0.90913 2.38896 -0.54380
H: 0.85026 3.58881 0.76150
H: -1.58084 3.42139 0.89072
H: -1.57559 1.90930 -0.05985
H: -1.31182 5.33529 -2.07330
H: 0.11560 5.07388 -1.04362
H: -1.46439 5.43672 -0.29987
H: -0.13480 -2.92669 1.28417
H: 1.48106 -3.84945 -0.29652

***

# 6
ORCA calculation (ωB97M-V/def2-TZVPD) on CH2O4S as an isolated structure at a distorted geometry.

Summary:
Energy above the lowest of the compared OMol25 structures with the same formula, charge and spin in kcal per mole: 46.3

CARTESIAN COORDINATES (ANGSTROEM)
C: 0.56392 -1.16138 -0.72811
O: 0.40165 0.77229 1.68492
O: -0.11783 1.60601 -0.54146
O: -0.39827 -1.03902 0.02976
O: -1.95323 1.23336 1.00469
S: -0.56416 1.03114 0.70463
H: 1.28255 -1.87974 -0.55811
H: 0.78536 -0.56266 -1.59633